DFT (ωB97M-V/def2-TZVPD) results for a molecular structure, C29H24Cl5N5OPbS.

Structure (XYZ):
```
66
Properties=species:S:1:pos:R:3:forces:R:3:mulliken_charge:R:1
Pb 0.689 -1.457 0.520 0.1 0.0 -0.1 1.36
N 2.815 -3.329 4.431 0.0 -0.1 -0.1 -0.55
C 2.530 -2.591 3.276 0.0 -0.2 0.0 0.45
S 1.874 -3.535 1.957 0.1 0.0 0.2 -0.57
N 2.841 -1.342 3.355 0.0 0.1 -0.2 -1.07
N 2.602 -0.602 2.197 0.0 -0.1 0.1 0.87
C 3.150 0.551 2.233 -0.1 0.2 -0.2 -1.07
C 3.067 1.618 1.241 0.0 -0.1 0.2 1.07
C 3.513 2.873 1.679 0.0 0.0 0.0 -0.60
C 3.477 4.009 0.895 -0.1 -0.1 -0.1 -0.67
C 2.965 3.881 -0.407 0.0 0.0 0.1 -0.39
C 2.526 2.670 -0.881 0.1 0.0 0.0 -0.41
C 2.564 1.464 -0.100 0.0 0.2 0.0 0.12
O 2.176 0.366 -0.603 -0.2 -0.2 0.1 -0.71
H 2.215 -4.132 4.535 0.0 0.0 0.0 0.23
H 2.873 -2.742 5.249 0.0 0.0 0.0 0.25
H 3.716 0.790 3.139 0.0 0.0 0.0 0.19
H 3.897 2.940 2.694 0.0 0.0 0.0 0.23
H 3.824 4.961 1.275 0.0 0.0 0.0 0.35
H 2.908 4.755 -1.050 0.0 0.0 0.0 0.34
H 2.123 2.573 -1.883 0.0 0.0 0.0 0.33
C -0.513 2.821 2.292 0.0 0.0 0.0 -0.72
C -1.847 3.014 1.563 0.1 0.0 0.0 -0.90
C -1.677 2.866 0.072 0.0 0.1 0.0 0.52
C -1.583 3.994 -0.737 -0.1 0.0 0.0 -0.69
C -1.320 3.887 -2.096 0.0 -0.1 0.1 -1.02
C -1.125 2.629 -2.647 0.0 0.0 0.0 -0.33
C -1.189 1.479 -1.867 0.1 0.0 0.0 0.26
C -0.923 0.128 -2.483 0.0 0.0 0.0 0.81
C -2.160 -0.457 -3.163 -0.1 0.0 0.0 -1.20
C -1.498 1.599 -0.504 0.1 0.1 0.0 -0.26
N -1.487 0.452 0.306 -0.2 -0.1 -0.2 0.94
C -2.578 -0.017 0.786 -0.1 0.1 0.2 -0.40
C -2.639 -1.172 1.630 -0.1 0.3 -0.3 -0.07
C -3.786 -1.757 2.176 0.0 -0.2 0.2 -0.92
C -3.337 -2.896 2.864 0.1 0.1 -0.2 -0.74
C -1.943 -2.930 2.669 -0.1 0.0 0.0 -0.58
N -1.526 -1.889 1.932 0.3 -0.3 0.2 0.36
H -0.620 2.986 3.366 0.0 0.0 0.0 0.44
H 0.251 3.500 1.908 0.0 0.0 0.0 0.20
H -0.146 1.804 2.143 0.0 0.0 0.0 0.04
H -2.263 4.004 1.774 0.0 0.0 0.0 0.51
H -2.562 2.282 1.942 0.0 0.0 0.0 0.21
H -1.710 4.972 -0.284 0.0 0.0 0.0 0.33
H -1.245 4.775 -2.712 0.0 0.0 0.0 0.37
H -0.887 2.529 -3.702 0.0 0.0 0.0 0.40
H -0.581 -0.563 -1.710 0.0 0.1 -0.2 -1.38
H -0.107 0.219 -3.205 0.0 0.0 0.0 0.62
H -2.951 -0.631 -2.430 0.0 0.0 0.0 0.27
H -1.935 -1.415 -3.636 0.0 0.0 0.0 0.26
H -2.549 0.225 -3.925 0.0 0.0 0.0 0.40
H -3.540 0.483 0.595 0.1 0.0 -0.1 0.21
H -4.800 -1.396 2.069 0.0 0.0 0.0 0.43
H -3.929 -3.614 3.411 0.0 0.0 0.0 0.39
H -1.231 -3.668 3.014 0.0 0.0 0.0 0.43
Cl -2.164 -3.248 -1.152 0.1 0.0 -0.1 -0.15
C -0.744 -3.470 -2.172 -0.2 -0.1 0.1 0.86
C 0.472 -3.073 -1.665 0.1 0.0 0.1 -1.63
C 1.568 -3.315 -2.467 0.1 0.1 0.0 0.99
Cl 3.151 -2.831 -1.876 -0.1 0.0 -0.1 -0.19
C 1.482 -3.915 -3.721 0.0 0.0 0.0 -0.45
Cl 2.898 -4.207 -4.692 -0.1 0.0 0.0 -0.23
C 0.228 -4.287 -4.205 0.0 0.0 0.0 0.68
Cl 0.077 -5.026 -5.767 0.0 0.0 0.0 -0.24
C -0.904 -4.063 -3.422 0.0 0.0 0.0 -0.38
Cl -2.471 -4.528 -4.021 0.1 0.0 0.0 -0.20
```
Positions in Å, forces in eV/Å.

Calculated values
DFT total energy	-118658.1576	eV
lowest unoccupied orbital energy	4.09	eV
orbital gap	5.72	eV
relative energy (zero: lowest compared OMol25 entry of this formula, charge and spin)	0.81	kcal per mole
HOMO energy	-1.63	eV
net charge	-2
molar mass	875.077	g mol⁻¹